# C41H61BrCl22F3N4S2

11 unconnected molecules or ions with the total composition C41H61BrCl22F3N4S2 in a non-equilibrium geometry (ωB97M-V with the def2-TZVPD basis set, the Open Molecules 2025 dataset).

Output
orbital gap = 6.76 eV
total charge = +1
HOMO level = -10.3 eV

Structure (XYZ):
```
134
Properties=species:S:1:pos:R:3:forces:R:3
Br 3.684 3.855 -0.747 -0.17 -0.19 -0.09
Cl -10.250 -0.050 -5.566 0.02 -0.04 -0.01
Cl 2.279 7.451 3.533 0.00 0.03 0.04
Cl 1.228 8.538 6.925 -0.02 -0.05 0.02
Cl 3.149 -8.392 -6.129 -0.01 0.00 -0.02
Cl 0.690 -10.155 2.501 0.05 0.02 -0.02
Cl 1.012 3.056 -4.011 -0.07 0.25 -0.03
Cl 4.000 -0.523 3.664 0.01 -0.11 -0.01
Cl -0.254 -8.234 -6.125 0.01 -0.01 0.01
Cl -0.465 11.487 6.892 -0.01 -0.02 0.01
Cl 5.760 3.379 5.407 -0.02 -0.04 -0.05
Cl -11.646 4.312 -6.876 0.02 0.00 0.02
Cl -13.278 3.257 -4.079 0.00 0.02 0.00
Cl 6.946 -3.596 1.937 -0.02 0.01 -0.02
Cl 0.780 0.021 2.797 0.00 -0.03 -0.07
Cl 2.730 -6.378 3.293 0.12 0.12 -0.02
Cl 8.632 -0.654 1.787 -0.06 0.05 -0.04
Cl 0.594 -8.238 5.359 -0.09 -0.08 -0.08
Cl 3.572 7.597 0.422 0.06 -0.10 -0.06
Cl 1.328 -4.077 1.222 -0.03 -0.03 0.29
Cl 0.202 4.163 0.027 0.13 -0.13 0.07
Cl -6.970 0.238 -4.729 0.00 0.07 0.01
Cl 2.482 4.250 5.215 -0.08 -0.09 -0.03
S -4.991 -2.411 0.588 -0.15 -0.28 -0.10
S -2.359 -1.388 -0.211 0.06 -0.08 -0.52
F 0.502 -4.845 -2.118 -1.59 1.06 0.62
F -0.410 -3.166 -4.537 -0.52 -1.51 -0.42
F 1.624 -3.786 -5.008 0.36 1.70 -0.37
N 3.833 -1.273 -0.575 -0.19 0.02 -0.12
N -5.030 -3.228 -3.814 -0.20 -0.14 -0.32
N -4.258 -2.317 -1.951 0.67 0.37 -0.21
N 3.567 1.079 -0.741 0.20 0.02 -0.49
C -0.784 -8.984 4.506 -0.06 -0.01 0.10
C -2.692 0.397 -0.303 -0.13 0.46 0.57
C 1.846 7.490 0.853 -0.15 0.04 -0.14
C 3.030 0.931 4.044 0.02 0.07 0.08
C 1.674 -0.328 -1.182 -0.04 0.33 0.15
C 8.058 -2.941 3.170 0.03 -0.05 0.07
C 1.854 -2.845 -1.857 0.99 -1.07 0.59
C 3.654 4.778 6.452 0.03 0.10 0.16
C 4.973 1.215 -0.397 0.56 -0.15 0.74
C 1.588 0.579 4.294 -0.02 0.10 0.10
C 0.850 -7.580 -4.891 -0.05 0.07 0.08
C -13.657 2.826 -5.767 -0.09 -0.05 -0.03
C -9.112 -1.382 -5.234 -0.01 -0.11 -0.02
C -1.404 1.207 -0.458 0.09 -0.86 -0.43
C 1.014 -1.689 -1.280 0.18 0.34 -0.62
C 0.905 0.840 -1.385 -0.07 -0.11 -0.16
C 0.748 -3.554 -4.051 0.24 -0.11 1.16
C 1.303 11.271 6.869 0.05 0.08 0.01
C 1.497 2.110 -1.257 0.08 -0.25 0.28
C 1.628 -6.702 1.938 -0.01 -0.01 0.03
C -4.322 -2.084 -4.132 0.34 0.27 0.80
C -0.564 0.782 -1.705 -0.15 0.89 0.19
C -8.110 -1.015 -4.171 0.04 -0.17 0.14
C 2.138 -7.074 -5.488 0.07 0.08 0.05
C -3.821 -1.526 -3.002 0.04 -0.16 -0.61
C 1.713 10.042 6.099 0.13 0.02 -0.06
C 3.012 -0.168 -0.845 0.02 -0.42 0.14
C 1.833 -5.740 0.798 0.00 -0.14 -0.15
C 0.430 3.901 -2.605 0.10 -0.22 0.32
C -3.970 -2.087 -0.616 -0.28 0.22 0.82
C 7.978 -1.440 3.252 -0.02 0.05 0.15
C 1.538 8.242 2.120 -0.07 0.08 0.04
C -4.984 -3.342 -2.525 -0.13 0.22 0.03
C -0.358 5.144 -2.825 -0.13 -0.12 -0.75
C 5.288 1.093 0.875 -0.47 0.14 0.01
C -0.433 -10.309 3.876 -0.12 -0.08 0.09
C 5.037 4.942 5.879 0.03 0.13 0.02
C 2.835 2.188 -0.938 0.02 0.53 -0.02
C 1.046 -3.738 -2.716 0.50 -0.48 -1.05
C -12.419 2.727 -6.620 -0.01 -0.08 -0.08
C 0.731 3.365 -1.426 -0.21 0.07 -0.19
H -5.420 -4.116 -1.919 -0.05 -0.07 0.02
H -8.625 -1.648 -6.168 0.02 0.08 -0.01
H 0.174 -1.573 -1.954 -0.11 -0.04 0.01
H -0.891 -0.180 -2.074 0.07 -0.14 0.10
H -11.684 2.063 -6.174 0.00 0.11 0.04
H 2.876 -5.704 0.492 0.02 0.06 0.09
H 5.693 5.382 6.627 -0.01 -0.05 0.04
H -0.821 5.075 -3.808 -0.03 0.12 -0.04
H 8.568 -1.080 4.093 0.06 -0.04 -0.03
H 0.289 6.020 -2.837 0.04 0.06 0.12
H 2.733 -2.478 -2.384 -0.10 0.07 -0.28
H 1.276 10.031 5.104 -0.07 -0.03 0.03
H 1.586 6.440 0.944 0.08 -0.02 0.05
H -0.765 1.506 -2.491 0.04 -0.03 -0.15
H 4.687 -1.275 -1.118 0.13 0.03 0.14
H 0.023 -10.980 4.599 0.06 0.04 0.00
H 0.462 8.260 2.290 0.00 -0.07 -0.02
H -1.150 -8.270 3.772 0.06 -0.02 -0.04
H 0.609 -6.662 2.316 0.01 0.04 0.03
H 1.827 -7.715 1.600 0.03 -0.02 -0.04
H 1.895 9.268 2.076 0.09 -0.03 -0.01
H -0.778 1.106 0.430 -0.15 0.05 0.18
H -1.336 -10.778 3.489 -0.02 0.04 -0.01
H -7.516 -1.891 -3.910 0.02 -0.01 -0.09
H 5.031 5.586 5.002 -0.03 -0.06 -0.04
H 3.299 5.733 6.838 -0.01 0.03 -0.08
H -4.174 -1.666 -5.111 -0.27 -0.35 -0.27
H 1.033 -8.360 -4.155 0.02 -0.05 -0.06
H 3.470 1.386 4.928 -0.03 -0.03 0.00
H 1.725 12.155 6.395 -0.01 -0.02 -0.05
H 2.237 -3.435 -1.019 0.18 0.16 -0.27
H 1.283 7.915 0.023 0.02 0.06 0.02
H 6.952 -1.106 3.384 -0.01 0.00 -0.07
H 7.766 -3.375 4.125 -0.05 0.03 0.00
H 2.724 -6.571 -4.719 -0.03 -0.02 0.04
H -8.599 -0.648 -3.273 -0.02 0.09 -0.05
H -1.155 5.271 -2.099 0.11 -0.01 0.23
H -1.708 2.243 -0.553 0.12 0.16 0.11
H 1.952 -6.370 -6.295 -0.03 -0.06 -0.04
H -14.349 3.569 -6.155 0.04 0.06 0.03
H 2.797 10.013 6.000 0.00 0.02 0.04
H 1.651 11.231 7.898 -0.06 -0.05 0.02
H 0.327 -6.760 -4.400 0.02 0.03 -0.02
H 4.049 -1.376 0.410 -0.01 -0.08 0.03
H -3.144 0.696 0.642 -0.11 -0.06 0.03
H -3.220 -0.645 -2.896 0.02 0.04 0.26
H 3.124 1.632 3.217 0.03 -0.01 0.00
H -3.407 0.672 -1.077 0.04 -0.32 -0.24
H 1.232 -6.043 -0.057 -0.07 0.02 0.03
H -1.564 -9.144 5.249 0.00 -0.03 0.00
H 4.473 0.860 1.544 0.17 0.07 0.37
H 3.639 4.053 7.261 0.00 -0.06 -0.05
H 1.489 -0.203 5.042 0.00 -0.09 -0.10
H 5.715 1.396 -1.159 -0.38 0.13 -0.46
H -14.162 1.862 -5.742 0.05 -0.02 0.00
H 6.277 1.237 1.280 0.17 -0.15 -0.13
H 9.063 -3.277 2.930 -0.02 0.01 -0.09
H -12.682 2.340 -7.603 -0.04 0.02 0.00
H 0.572 -1.937 -0.316 0.13 -0.19 0.11
H -9.706 -2.232 -4.900 0.00 0.03 0.06
H 1.051 1.459 4.639 0.02 0.05 -0.06
```
Forces are in eV/Å.

Atomic partial charges in e from the Löwdin method, atoms 1 to 4:
1. Br 0.9469
2. Cl 0.5725
3. Cl 0.5442
4. Cl 0.5230